Record 1
Here is a molecular structure, C30H78O27S8V in a non-equilibrium geometry from the Open Molecules 2025 dataset. Energies are from ωB97M-V/def2-TZVPD.

Atoms and positions in Å:
O -0.4289 3.6760 3.8114
V 0.0747 4.1718 2.3629
C -1.6309 0.4218 0.4631
C -0.3727 1.2652 0.4351
C -0.1784 1.7984 -0.9627
O -0.3482 2.2737 1.3923
H -2.5233 1.0472 0.4884
H -1.4753 -0.2272 1.3249
H -1.7475 -0.1290 -0.4702
H 0.4207 0.5327 0.5833
H -0.8728 2.6015 -1.2096
H -0.2063 1.0243 -1.7295
H 0.8504 2.1570 -0.9952
C 3.3592 2.8850 1.1557
C 3.4451 3.7672 2.4795
C 4.2481 5.0247 2.3510
O 2.1868 3.9532 3.0829
H 2.5703 3.0636 0.4251
H 3.3242 1.8278 1.4186
H 4.3340 3.1439 0.7423
H 4.0591 3.2469 3.2145
H 5.1786 4.7697 1.8437
H 4.4567 5.6048 3.2499
H 3.8176 5.7068 1.6179
O -1.1966 -6.5113 -2.2117
S -0.3251 -5.3488 -1.9760
O 0.2698 -4.6573 -3.1092
O -1.1351 -4.2345 -1.0803
C -0.5727 -2.9289 -0.8787
C 0.0633 -2.8964 0.5188
C 1.0620 -5.8079 -0.8566
H -1.3878 -2.2052 -0.8847
H 0.1756 -2.6139 -1.6059
H -0.7647 -3.2266 1.1461
H 0.4630 -1.9454 0.8710
H 0.8430 -3.6508 0.6242
H 1.4178 -6.8075 -1.1064
H 0.7275 -5.7886 0.1806
H 1.9019 -5.1337 -1.0245
O -6.9495 -0.3676 -2.3645
S -5.8447 0.5403 -1.9742
O -6.0598 1.9510 -1.8152
O -5.1327 -0.0978 -0.6019
C -5.1666 -1.5732 -0.5075
C -4.3732 -1.9955 0.7382
C -4.4302 0.2914 -3.1199
H -4.6734 -2.0707 -1.3426
H -6.1967 -1.9048 -0.3768
H -4.8663 -1.6704 1.6543
H -3.3586 -1.6075 0.6485
H -4.1593 -3.0596 0.8384
H -4.4030 -0.7826 -3.3041
H -3.5406 0.6983 -2.6390
H -4.6763 0.7728 -4.0663
O -0.3179 4.0229 -4.1439
S -1.6158 3.4682 -4.2580
O -2.6256 3.7084 -3.1644
O -2.2108 3.9917 -5.6352
C -2.6842 5.3241 -5.6984
C -3.9445 5.3999 -6.5230
C -1.4271 1.8229 -4.7802
H -1.9743 5.9757 -6.2080
H -2.7640 5.8578 -4.7514
H -4.6344 4.6200 -6.2010
H -3.6728 5.1068 -7.5371
H -4.4640 6.3581 -6.5340
H -0.7636 1.4128 -4.0188
H -0.9585 1.8265 -5.7643
H -2.3984 1.3288 -4.8044
O -4.5322 5.3739 1.9372
S -3.5084 4.4638 1.4689
O -2.1014 4.7200 1.8723
O -3.9357 2.9710 2.0132
C -5.1215 2.3118 1.6391
C -5.4991 1.2162 2.6395
C -3.7481 4.3484 -0.3200
H -4.9105 1.8935 0.6549
H -5.8725 3.1016 1.6567
H -6.3456 0.6532 2.2463
H -5.7000 1.7442 3.5717
H -4.6223 0.5851 2.7846
H -3.0407 5.0351 -0.7850
H -4.7615 4.6931 -0.5259
H -3.5074 3.3652 -0.7242
O 3.0414 -2.1702 3.6757
S 2.4844 -1.2439 4.6472
O 1.3039 -1.6331 5.4742
O 3.7194 -0.8769 5.7377
C 5.0156 -0.6403 5.1215
C 6.1475 -0.8392 6.2003
C 2.0926 0.4276 3.9040
H 5.0011 0.4258 4.8948
H 5.3597 -1.2603 4.2936
H 6.2211 -1.8572 6.5829
H 6.1747 -0.0776 6.9796
H 7.1238 -0.7892 5.7182
H 1.8729 1.1408 4.6984
H 1.3931 0.3264 3.0742
H 2.9587 0.7571 3.3301
O 1.2278 -0.5939 -5.7881
S 1.6072 0.6262 -6.4855
O 0.7740 1.1811 -7.5566
O 1.9233 1.8107 -5.3737
C 2.5638 1.3294 -4.1993
C 2.7912 2.5297 -3.3081
C 3.2630 0.4487 -7.2907
H 3.5165 0.8092 -4.2987
H 1.8743 0.6496 -3.6987
H 3.3287 3.2737 -3.8959
H 3.4436 2.2102 -2.4953
H 1.8677 3.0672 -3.0930
H 4.1414 0.4498 -6.6453
H 3.2879 1.2224 -8.0581
H 3.1733 -0.5093 -7.8028
O 4.5746 -5.4703 -0.9770
S 4.8775 -4.3748 -0.0484
O 6.2542 -4.0053 0.3131
O 4.0893 -3.0732 -0.5627
C 4.2693 -1.8746 0.1441
C 3.6144 -0.7083 -0.5675
C 3.8913 -4.6776 1.5041
H 5.3195 -1.5872 0.1942
H 3.9223 -1.8971 1.1771
H 3.7445 -0.8145 -1.6445
H 3.9855 0.2632 -0.2409
H 2.5431 -0.7077 -0.3666
H 2.8157 -4.5488 1.3830
H 4.3236 -3.9451 2.1858
H 4.1626 -5.6541 1.9051
O -1.9329 -5.7191 2.8061
S -0.5884 -5.4561 3.3541
O 0.6543 -5.6536 2.6049
O -0.6396 -3.8370 3.8558
C -1.8815 -3.1839 3.9204
C -1.7147 -1.8010 4.4889
C -0.4101 -6.3246 4.9971
H -2.4365 -3.7633 4.6582
H -2.4346 -3.2748 2.9855
H -2.6948 -1.3251 4.5187
H -1.0725 -1.0977 3.9588
H -1.3137 -1.8896 5.4986
H -1.2194 -5.9294 5.6111
H 0.5579 -6.1329 5.4600
H -0.5452 -7.4062 4.9838

* HOMO-LUMO gap (spin up / spin down): 6.885 / 5.003 eV
* net charge: +1
* 2S+1: 3
* DFT total energy: -7350.222998 Ha


Record 2
Here is 3 unconnected molecules or ions with the total composition C3H10N2O in a non-equilibrium geometry from the Open Molecules 2025 dataset. Energies are from ωB97M-V/def2-TZVPD.

Atoms and positions in Å:
C 1.0776 2.1312 0.0290
N 1.0398 2.6895 -1.1051
C 0.3093 2.1255 -2.2387
H 1.5736 1.1508 0.1712
H 0.6017 2.5746 0.9163
H 0.1194 1.0524 -2.1111
H -0.6912 2.5670 -2.2422
H 0.7921 2.3684 -3.1831
C -2.1288 -1.5307 2.2440
O -1.2425 -2.0785 2.8311
H -3.0385 -2.0664 1.9081
H -2.2689 -0.4338 2.1895
N 0.6743 -2.5216 0.0744
H 0.7552 -3.4708 -0.2874
H 1.5617 -2.1357 -0.2643
H 0.8652 -2.4219 1.0683

* energy relative to the best compared isomer or geometry (same formula, charge and spin): 98.9 kcal per mole
* SMILES: C=NC.C=O.N
* HOMO-LUMO gap: 8.514 eV
* 2S+1: 1
* DFT total energy: -304.917110 Ha


Record 3
Here is 2 unconnected molecules or ions with the total composition C2H8S2 in a non-equilibrium geometry from the Open Molecules 2025 dataset. Energies are from ωB97M-V/def2-TZVPD.

Atoms and positions in Å:
C -1.4668 1.5221 -2.8151
H -1.4936 0.5576 -3.4265
H -1.8914 1.2353 -1.7363
H -0.4498 1.9263 -2.7686
H -2.2043 2.2059 -3.2789
C 0.9811 -1.6514 2.8856
S 1.4747 -0.0976 2.2161
S 1.0779 -0.6002 0.1948
H 0.0580 -1.9272 2.4880
H 1.7428 -2.4037 2.6963
H 0.9553 -1.4105 3.9850
H 1.2162 0.6433 -0.4404

* energy relative to the best compared isomer or geometry (same formula, charge and spin): 7.2 kcal per mole
* HOMO-LUMO gap (spin up / spin down): 9.871 / 7.161 eV
* net charge: +1
* 2S+1: 2
* DFT total energy: -877.028156 Ha


Record 4
Here is a molecular structure, H2N2O3S in a non-equilibrium geometry from the Open Molecules 2025 dataset. Energies are from ωB97M-V/def2-TZVPD.

Atoms and positions in Å:
N -0.3330 0.2594 1.0563
N -0.8791 0.1517 0.0207
O 2.2295 0.4919 -0.0715
O 1.1205 -1.5806 -0.6150
O -1.9752 0.7864 -0.2790
S 1.6819 -0.6276 0.5986
H 0.4299 -0.9967 -1.0695
H -2.2745 1.5155 0.3595

* energy relative to the best compared isomer or geometry (same formula, charge and spin): 37.3 kcal per mole
* HOMO-LUMO gap (spin up / spin down): 8.489 / 8.490 eV
* 2S+1: 1
* DFT total energy: -734.481949 Ha